{"formula": "C8H13N2", "method": "the ωB97M-V functional and the def2-TZVPD basis", "symbols": ["C", "C", "C", "C", "C", "C", "C", "C", "N", "N", "H", "H", "H", "H", "H", "H", "H", "H", "H", "H", "H", "H", "H"], "xyz": [[-1.1860, 2.0646, 0.3220], [-0.3225, -0.3039, 0.0925], [-1.6816, -0.0577, 0.1307], [0.7045, 0.7213, 0.0188], [0.0810, -1.7023, -0.0362], [-2.6138, -1.2554, 0.2106], [1.1380, 0.9164, -1.4588], [1.9345, 0.5551, 0.8947], [-2.0058, 1.3037, -0.1447], [0.1714, 1.9830, 0.6111], [-0.4286, -2.2219, -0.8443], [-0.1195, -2.4673, 0.8443], [1.1789, -1.7844, -0.2137], [-3.6222, -1.2596, -0.0553], [-2.6145, -1.5735, 1.2358], [-2.0640, -2.0132, -0.3271], [1.0948, 1.9699, -1.7754], [0.5092, 0.2480, -2.0905], [2.2789, 0.6182, -1.6135], [2.7226, 1.3551, 0.8348], [2.4089, -0.2061, 0.4120], [1.5854, 0.5266, 1.8753], [0.8505, 2.5833, 1.0771]], "nbo_charge": [0.71, 0.02, 0.19, 0.10, -0.67, -0.64, -0.64, -0.60, -0.31, -0.57, 0.25, 0.27, 0.24, 0.26, 0.24, 0.24, 0.25, 0.24, 0.24, 0.24, 0.24, 0.23, 0.47], "e_above_lowest_kj_mol": 545.9, "lumo_ev": [-6.292, -6.290], "gap_ev": [7.09, 7.10], "energy_ha": -421.72900, "homo_energy_ev": [-13.38, -13.39], "smiles": "CC1=C(C)C(C)(C)[NH+]=C=N1", "total_charge": 1, "spin_multiplicity": 1, "largest_force_ev_per_a": 4.72}